Entry 1:
A structure of composition C26H40BN9O7PPb in a non-equilibrium geometry, computed with the ωB97M-V functional and the def2-TZVPD basis.

Geometry as XYZ:
```
85
Properties=species:S:1:pos:R:3:mulliken_charge:R:1
Pb 0.145 -0.438 0.096 2.016
C -4.660 0.997 0.530 -1.729
C -3.674 0.199 1.391 3.031
C -4.219 0.009 2.810 -1.679
C -3.409 -1.134 0.761 -0.609
C -4.327 -2.183 0.568 -1.446
C -3.593 -3.186 -0.024 -0.452
N -2.329 -2.756 -0.172 0.086
N -2.215 -1.500 0.303 0.670
B -1.200 -3.515 -0.895 -0.425
N 0.026 -3.719 0.019 0.541
C 0.611 -4.907 0.245 -0.595
C 1.574 -4.744 1.216 -1.002
C 1.519 -3.381 1.555 -0.172
N 0.590 -2.784 0.817 -0.144
C 2.305 -2.690 2.628 1.425
C 1.984 -3.332 3.982 -1.675
C 3.805 -2.775 2.339 -1.521
N -0.829 -2.761 -2.202 0.550
C -1.298 -3.103 -3.413 -0.174
C -0.706 -2.291 -4.353 -1.533
C 0.141 -1.449 -3.610 0.073
N 0.041 -1.733 -2.312 -0.192
C 1.026 -0.406 -4.227 0.623
C 0.244 0.899 -4.417 -1.238
C 2.323 -0.204 -3.446 -1.226
H -4.970 1.908 1.045 0.438
H -5.554 0.406 0.319 0.401
H -4.187 1.274 -0.413 0.349
H -2.732 0.742 1.434 -1.399
H -5.145 -0.570 2.793 0.365
H -4.425 0.975 3.274 0.410
H -3.491 -0.519 3.426 0.414
H -5.374 -2.203 0.818 0.503
H -3.889 -4.174 -0.334 0.472
H -1.619 -4.598 -1.193 -0.192
H 0.308 -5.792 -0.288 0.461
H 2.218 -5.497 1.636 0.529
H 2.010 -1.640 2.642 -0.195
H 2.261 -4.388 3.984 0.305
H 0.918 -3.262 4.201 0.382
H 2.538 -2.831 4.778 0.461
H 4.128 -3.814 2.243 0.328
H 4.371 -2.309 3.147 0.413
H 4.032 -2.242 1.418 0.312
H -2.020 -3.895 -3.527 0.488
H -0.850 -2.292 -5.420 0.464
H 1.285 -0.774 -5.225 0.371
H 0.881 1.661 -4.873 0.431
H -0.609 0.736 -5.077 0.432
H -0.124 1.268 -3.461 -0.030
H 2.111 -0.072 -2.389 -0.051
H 2.867 0.665 -3.820 0.408
H 2.967 -1.078 -3.543 0.382
O 5.644 2.822 -0.387 -0.600
C 4.781 3.437 -1.160 0.351
O 5.081 4.386 -1.857 -0.671
C 3.388 2.920 -1.155 0.821
C 2.336 3.505 -1.832 -1.061
N 1.252 2.745 -1.602 -0.001
N 1.531 1.711 -0.818 0.340
C 2.814 1.786 -0.522 -0.335
C 3.393 0.721 0.380 0.242
O 4.579 0.874 0.753 -0.892
O 2.646 -0.239 0.687 -0.391
H 5.228 2.018 0.116 0.481
H 2.322 4.380 -2.459 0.505
H 0.276 2.913 -1.805 0.045
O -0.949 1.143 4.126 -0.482
N -0.587 0.397 3.235 -0.069
O -0.463 0.955 2.085 -0.123
C -1.306 5.174 -0.191 -1.401
P -1.095 3.581 0.719 1.554
C -2.380 3.760 1.989 -1.047
C 0.504 3.907 1.531 -1.265
O -1.255 2.485 -0.284 -0.952
H -1.298 6.027 0.487 0.405
H -2.262 5.134 -0.715 0.386
H -0.510 5.297 -0.927 0.327
H -2.396 4.789 2.351 0.502
H -2.169 3.096 2.823 0.261
H -3.342 3.512 1.542 0.156
H 0.348 4.715 2.248 0.502
H 1.251 4.223 0.802 0.325
H 0.855 3.025 2.057 0.226
```

Calculated values
Kohn-Sham gap ... 8.141 eV
Electronic energy ... -2593.5593 Ha
Spin multiplicity ... 1
Maximum force ... 0.0310 Eh/bohr
Total charge ... -1



Entry 2:
A structure of composition C26H40CrN6Se in a non-equilibrium geometry, computed with the ωB97M-V functional and the def2-TZVPD basis.

Geometry as XYZ:
```
74
Properties=species:S:1:pos:R:3:mulliken_charge:R:1
Cr -1.795 0.108 -2.429 0.132
C -1.009 -2.241 -3.319 -0.389
C -0.032 -1.172 -3.973 -0.672
N -0.586 0.195 -3.973 -0.500
C 0.254 1.402 -3.769 -0.571
C -0.518 2.435 -2.949 0.676
C -0.298 3.800 -2.855 -0.920
C -1.097 4.532 -1.974 -0.304
C -2.099 3.919 -1.217 -0.968
C -2.277 2.551 -1.360 0.447
C -3.253 1.626 -0.621 -0.708
N -3.460 0.385 -1.418 -0.590
C -3.612 -0.949 -0.810 -0.127
C -3.001 -2.131 -1.686 -0.274
N -2.338 -1.698 -2.940 0.002
N -1.481 1.886 -2.203 1.163
H -0.528 -2.625 -2.415 0.034
H -1.113 -3.088 -4.004 0.563
H 0.228 -1.494 -4.986 0.482
H 0.898 -1.160 -3.391 0.301
H -1.105 0.339 -4.844 0.370
H 0.588 1.839 -4.714 0.544
H 1.154 1.110 -3.213 -0.200
H 0.473 4.289 -3.432 0.565
H -0.937 5.595 -1.876 0.489
H -2.705 4.502 -0.543 0.556
H -4.196 2.147 -0.430 0.553
H -2.823 1.354 0.350 0.121
H -4.266 0.556 -2.027 0.343
H -4.665 -1.172 -0.608 0.483
H -3.091 -0.925 0.150 -0.239
H -3.801 -2.842 -1.905 0.467
H -2.270 -2.661 -1.070 0.034
H -2.981 -1.863 -3.719 0.302
C 1.204 -4.327 3.212 -1.303
C 1.178 -3.541 1.912 -0.389
C -0.232 -3.158 1.464 0.418
C -0.856 -1.983 2.225 -0.865
N -0.058 -0.776 2.218 0.391
C 0.238 0.022 1.170 -0.201
Se -0.010 -0.439 -0.645 0.002
N 0.958 1.078 1.596 0.662
C 1.529 2.140 0.806 -0.280
C 3.064 2.100 0.816 -0.868
C 3.654 0.848 0.170 -0.103
C 3.532 0.857 -1.346 -0.984
C 1.142 0.963 2.954 0.952
C 1.800 1.777 3.874 -0.770
C 1.817 1.353 5.184 -0.939
C 1.186 0.163 5.580 -0.866
C 0.518 -0.641 4.682 -0.783
C 0.502 -0.228 3.351 0.827
H 2.200 -4.725 3.390 0.416
H 0.512 -5.165 3.173 0.332
H 0.942 -3.706 4.066 0.234
H 1.616 -4.163 1.131 0.500
H 1.809 -2.653 1.995 0.021
H -0.895 -4.011 1.608 0.651
H -0.206 -2.923 0.396 -0.537
H -0.995 -2.258 3.269 0.481
H -1.843 -1.757 1.805 -0.168
H 1.190 3.092 1.224 0.413
H 1.151 2.056 -0.216 -0.290
H 3.424 2.172 1.841 0.369
H 3.416 2.984 0.287 0.585
H 3.177 -0.049 0.577 -0.039
H 4.709 0.798 0.433 0.388
H 2.482 0.840 -1.644 -0.107
H 4.027 -0.010 -1.771 0.443
H 4.000 1.746 -1.761 0.414
H 2.276 2.699 3.588 0.484
H 2.327 1.947 5.927 0.449
H 1.217 -0.123 6.620 0.457
H 0.037 -1.547 5.011 0.433
```

Calculated values
Energy above the lowest of the compared OMol25 structures with the same formula, charge and spin ... 68.0 kJ/mol
Kohn-Sham gap (spin up / spin down) ... 5.440 / 7.408 eV
Electronic energy ... -4788.2771 Ha
Spin multiplicity ... 4
Maximum force ... 0.0451 Eh/bohr
Total charge ... +3
<S²> ... 4.037



Entry 3:
A cluster of 2 separate species, C26H40FN2O6S in total in a non-equilibrium geometry, computed with the ωB97M-V functional and the def2-TZVPD basis.

Geometry as XYZ:
```
76
Properties=species:S:1:pos:R:3:mulliken_charge:R:1
C 0.788 3.916 1.085 -1.047
C 2.149 3.923 0.307 -0.503
C 3.133 2.818 0.803 -0.666
C 3.542 1.800 -0.336 -1.083
C 3.189 0.406 0.085 0.140
N 3.355 -0.164 1.224 0.596
O 3.952 0.400 2.318 -0.251
C 5.370 0.592 2.140 0.003
C 6.223 -0.662 2.475 -1.206
C 2.874 -1.554 1.446 0.473
C 2.135 -1.466 2.804 -0.513
O 1.336 -0.634 3.101 -0.300
N 2.514 -2.453 3.832 -0.218
C 1.815 -3.697 3.661 0.538
O 0.951 -4.025 4.409 -0.399
F 2.229 -4.472 2.624 -0.229
C 2.125 -1.880 0.112 -0.153
C 0.683 -2.425 0.085 -1.958
C -0.451 -1.456 0.391 0.763
C -0.980 -0.506 -0.472 -0.026
C -2.033 0.335 -0.129 -0.990
C -2.629 0.231 1.128 1.043
C -3.797 1.158 1.446 -1.413
C -2.136 -0.742 1.996 -1.212
C -1.071 -1.555 1.645 -0.170
C 2.537 -0.656 -0.797 -0.151
O 1.723 -0.287 -1.861 -0.187
C 2.269 -0.594 -3.144 -0.235
C 3.388 0.358 -3.611 -1.034
H 0.742 3.116 1.838 0.332
H -0.052 3.755 0.393 0.231
H 0.618 4.861 1.618 0.297
H 2.614 4.890 0.557 0.326
H 1.982 3.904 -0.778 0.439
H 2.642 2.317 1.648 0.354
H 4.072 3.231 1.202 0.377
H 4.581 1.917 -0.668 0.443
H 2.882 2.025 -1.190 0.287
H 5.648 0.991 1.154 0.181
H 5.652 1.370 2.865 0.482
H 6.474 -1.178 1.536 0.316
H 5.738 -1.318 3.208 0.187
H 7.173 -0.302 2.897 0.420
H 3.712 -2.265 1.444 0.344
H 3.525 -2.581 3.860 0.343
H 2.716 -2.706 -0.316 0.471
H 0.506 -2.888 -0.898 0.666
H 0.625 -3.247 0.820 0.393
H -0.581 -0.395 -1.481 0.377
H -2.370 1.063 -0.871 0.475
H -3.912 1.190 2.537 0.410
H -4.713 0.861 0.908 0.292
H -3.530 2.157 1.061 0.334
H -2.631 -0.836 2.967 0.406
H -0.765 -2.286 2.399 0.258
H 3.431 -1.087 -1.312 0.401
H 1.436 -0.484 -3.855 0.363
H 2.636 -1.631 -3.233 0.367
H 3.030 1.369 -3.845 0.282
H 4.231 0.343 -2.903 0.223
H 3.784 -0.048 -4.558 0.436
C -8.063 -0.074 -3.425 -0.573
C -7.591 -1.382 -2.779 -0.650
C -6.193 -1.129 -2.200 -0.648
S -6.125 0.619 -1.803 1.231
O -5.146 1.249 -2.654 -0.707
O -6.101 0.784 -0.368 -0.768
C -7.756 1.024 -2.412 -0.773
H -9.124 -0.105 -3.670 0.356
H -7.508 0.103 -4.348 0.287
H -8.277 -1.660 -1.976 0.315
H -7.576 -2.204 -3.494 0.321
H -6.018 -1.709 -1.296 0.364
H -5.413 -1.337 -2.931 0.370
H -7.750 2.022 -2.845 0.400
H -8.444 0.985 -1.567 0.350
```

Calculated values
Kohn-Sham gap ... 7.193 eV
Electronic energy ... -2073.3516 Ha
Spin multiplicity ... 1
Maximum force ... 0.0451 Eh/bohr
Total charge ... +1



Entry 4:
A structure of composition C26H41B2F4IN10NaO4S, computed with the ωB97M-V functional and the def2-TZVPD basis.

Geometry as XYZ:
```
90
Properties=species:S:1:pos:R:3:mulliken_charge:R:1
Na -0.927 -0.967 -0.279 0.983
C -2.437 1.960 -3.662 -1.956
C -2.002 0.855 -2.754 0.041
N -1.147 0.967 -1.811 0.733
O -0.598 2.213 -1.669 -0.246
B 0.871 2.250 -1.657 0.084
F 1.352 2.264 -2.957 -0.315
F 1.267 3.341 -0.900 -0.319
O 1.540 1.086 -0.901 -0.679
N 1.272 -0.229 -1.221 0.444
C 1.947 -0.714 -2.189 0.485
C 3.035 -0.037 -2.956 -2.097
C 1.588 -2.114 -2.541 0.322
N 0.571 -2.606 -1.966 0.947
O -0.032 -3.698 -2.004 -0.519
B -1.500 -3.689 -3.039 0.958
F -1.919 -4.949 -2.860 -0.282
F -0.905 -3.392 -4.228 -0.309
O -2.379 -2.719 -2.504 -0.689
N -1.821 -1.445 -2.436 0.094
C -2.555 -0.530 -2.935 0.562
C -3.845 -0.780 -3.642 -1.459
C 2.362 -2.933 -3.533 -1.771
H -1.778 2.814 -3.542 0.398
H -3.461 2.259 -3.425 0.401
H -2.424 1.633 -4.702 0.422
H 3.349 0.866 -2.443 0.319
H 2.681 0.258 -3.945 0.393
H 3.880 -0.714 -3.082 0.587
H -4.615 -1.048 -2.916 0.289
H -3.740 -1.628 -4.317 0.348
H -4.176 0.093 -4.198 0.437
H 3.291 -3.282 -3.077 0.363
H 2.618 -2.326 -4.400 0.410
H 1.773 -3.786 -3.857 0.397
N 1.875 -0.584 3.855 -0.531
C 2.826 0.444 4.315 0.152
C 4.208 0.246 3.687 -1.537
C 4.321 0.582 2.198 0.084
N 3.651 -0.435 1.371 -0.341
C 3.707 1.947 1.897 -1.098
C 2.308 2.118 2.476 0.264
N 1.349 1.220 1.763 1.595
C 2.270 1.828 3.971 -1.390
H 2.285 -1.508 3.930 0.216
H 1.566 0.243 2.022 0.509
H 1.047 -0.582 4.441 0.257
H 2.956 0.398 5.402 0.365
H 4.550 -0.779 3.865 0.398
H 4.907 0.893 4.223 0.458
H 5.391 0.644 1.964 0.401
H 4.050 -1.350 1.550 0.284
H 3.808 -0.234 0.388 0.103
H 3.686 2.123 0.818 0.214
H 4.336 2.728 2.330 0.588
H 1.977 3.139 2.279 0.417
H 1.398 1.324 0.721 -0.643
H 0.390 1.402 2.063 -0.272
H 1.250 1.926 4.355 0.399
H 2.869 2.589 4.475 0.509
C -1.583 -6.896 2.680 -1.485
C -1.393 -5.512 2.135 1.066
C -0.144 -5.047 1.739 -0.912
C -0.027 -3.778 1.204 -0.426
N -1.057 -2.944 1.047 0.156
C -2.256 -3.388 1.437 -0.549
C -2.467 -4.643 1.976 -0.873
H -0.650 -7.304 3.065 0.375
H -1.939 -7.560 1.890 0.291
H -2.326 -6.905 3.476 0.393
H 0.734 -5.673 1.838 0.394
H 0.942 -3.408 0.885 0.488
H -3.087 -2.704 1.308 0.475
H -3.467 -4.940 2.266 0.417
N -3.900 6.365 -1.686 -0.304
C -3.427 6.341 -0.429 -0.303
S -3.430 7.626 0.583 -0.299
C -2.924 5.006 0.017 0.831
C -3.633 3.842 -0.262 -0.722
C -3.149 2.636 0.210 -0.428
N -2.005 2.552 0.884 0.326
C -1.328 3.663 1.161 -0.216
C -1.752 4.911 0.750 -0.716
H -4.233 7.241 -2.055 0.219
H -3.720 5.610 -2.326 0.178
H -4.571 3.875 -0.800 0.599
H -3.678 1.708 0.034 0.457
H -0.397 3.555 1.704 0.011
H -1.185 5.798 0.992 0.443
I -2.066 0.375 2.468 -0.060
```

Calculated values
Kohn-Sham gap (spin up / spin down) ... 5.882 / 6.413 eV
Electronic energy ... -3171.2660 Ha
Spin multiplicity ... 1
Maximum force ... 0.0093 Eh/bohr
Total charge ... +1



Entry 5:
A structure of composition C26H41BeBrFLiMgNO21P4S in a non-equilibrium geometry, computed with the ωB97M-V functional and the def2-TZVPD basis.

Geometry as XYZ:
```
99
Properties=species:S:1:pos:R:3:mulliken_charge:R:1
C -3.882 -6.262 -2.494 -1.565
C -2.491 -5.518 -2.299 0.304
C -2.102 -5.696 -0.773 -0.950
C -2.742 -4.556 0.060 0.410
C -4.144 -4.756 0.450 -0.621
C -4.809 -3.716 1.218 -1.151
C -4.080 -2.540 1.546 -0.616
C -2.704 -2.398 1.142 0.659
P -1.848 -0.861 1.703 0.542
C -3.141 0.493 1.828 -0.951
O -0.763 -0.251 0.576 -0.463
N -2.070 -3.396 0.425 0.369
P -0.351 -3.342 -0.108 0.120
O 0.507 -2.593 1.123 -0.257
Br -0.198 -2.059 -1.966 -0.117
O -2.728 -4.149 -2.660 0.168
C -3.048 -4.038 -4.057 -0.908
C -2.809 -2.580 -4.523 0.373
C -1.525 -2.114 -4.971 -0.374
C -1.258 -0.770 -5.367 -0.519
C -2.325 0.185 -5.332 -0.378
C -3.640 -0.243 -4.929 -0.671
C -3.868 -1.605 -4.532 -0.316
H -3.950 -7.216 -1.931 0.356
H -4.706 -5.560 -2.216 0.377
H -4.047 -6.530 -3.568 0.355
H -1.791 -6.021 -3.004 0.542
H -2.606 -6.634 -0.428 0.319
H -1.024 -5.852 -0.584 0.358
H -4.671 -5.682 0.152 0.469
H -5.855 -3.877 1.528 0.405
H -4.596 -1.773 2.150 0.453
H -3.087 0.967 2.828 0.266
H -2.869 1.303 1.095 0.277
H -4.155 0.154 1.543 0.312
H -1.173 0.398 -0.025 0.280
H 1.149 -3.283 1.372 0.254
H -4.136 -4.222 -4.247 0.373
H -2.411 -4.758 -4.625 0.448
H -0.696 -2.850 -4.967 0.420
H -0.223 -0.511 -5.665 0.373
H -2.134 1.236 -5.613 0.361
H -4.430 0.526 -4.938 0.357
H -4.902 -1.863 -4.232 0.298
F -3.274 -1.113 4.089 -0.846
Be -2.891 -6.779 1.657 0.103
O -1.372 4.155 0.046 -0.737
P -0.093 4.969 0.102 0.684
O -0.069 5.123 1.748 -0.388
C 0.376 4.006 2.511 -0.310
C 1.879 3.811 2.390 -0.970
O -0.769 6.469 -0.243 -0.246
C -1.974 6.567 -1.007 -0.465
C -3.184 6.654 -0.096 -1.141
O 1.410 5.829 0.145 -0.180
C 2.274 5.585 -0.987 -0.458
C 1.659 6.060 -2.299 -0.813
H -0.161 3.104 2.202 0.192
H 0.118 4.206 3.553 0.334
H 2.155 3.505 1.377 0.131
H 2.223 3.038 3.080 0.504
H 2.413 4.735 2.604 0.261
H -2.059 5.735 -1.706 0.330
H -1.907 7.479 -1.606 0.390
H -3.178 5.872 0.663 0.279
H -4.107 6.577 -0.674 0.373
H -3.186 7.609 0.435 0.296
H 2.508 4.522 -1.037 0.349
H 3.207 6.119 -0.800 0.417
H 0.767 5.476 -2.552 0.257
H 2.374 5.954 -3.115 0.419
H 1.343 7.110 -2.241 0.172
O 6.832 3.240 1.170 -0.521
P 5.836 4.373 1.399 0.888
O 6.584 5.694 1.553 -0.481
O 5.039 4.101 2.674 -0.482
O 4.887 4.458 0.206 -0.409
C 2.993 -3.011 4.153 -0.382
C 2.097 -1.792 4.131 -0.264
O 2.094 -1.315 5.493 -0.254
S 3.500 -1.619 6.157 0.792
O 4.314 -0.444 6.083 -0.444
O 3.302 -2.318 7.386 -0.453
O 4.053 -2.663 5.066 -0.222
H 2.471 -3.884 4.551 0.345
H 3.395 -3.249 3.171 0.338
H 1.085 -2.021 3.801 0.292
H 2.514 -1.005 3.499 0.281
Mg 1.214 7.904 -0.097 0.610
C 10.726 4.112 -0.038 0.739
O 10.780 3.979 1.211 -0.651
O 9.466 3.880 -0.545 -0.437
O 11.622 4.410 -0.841 -0.646
H 9.084 3.694 0.337 0.331
Li 5.730 -2.175 6.901 0.949
C 0.599 -7.995 -1.612 0.845
O 1.609 -8.370 -2.212 -0.520
O 0.593 -7.547 -0.426 -0.459
O -0.570 -8.002 -2.098 -0.457
```

Calculated values
Kohn-Sham gap ... 0.912 eV
Electronic energy ... -7309.4849 Ha
Spin multiplicity ... 1
Maximum force ... 0.1232 Eh/bohr
Total charge ... -1



The highest total charge belongs to which entry?
C26H40CrN6Se



spin multiplicity of number 4 (C26H41B2F4IN10NaO4S)?
1